[1]
DFT (ωB97M-V/def2-TZVPD) results for C52H120AgF12N6O20 as an isolated structure.

```
211
Properties=species:S:1:pos:R:3
Ag -5.970 3.728 4.766
C -1.714 -0.830 1.883
O -1.793 -2.240 2.013
O -2.415 -0.253 2.999
C -0.211 -0.421 1.624
F 0.134 -0.545 0.340
F 0.123 0.833 1.952
F 0.602 -1.226 2.291
C -1.509 -3.056 0.879
C -2.040 -4.466 1.083
H -1.678 -5.084 0.261
H -1.680 -4.917 2.007
H -3.107 -4.585 1.269
H -0.441 -3.216 0.732
H -1.962 -2.801 -0.079
H -2.266 -0.466 1.016
C -6.013 0.044 -6.516
O -7.032 -0.897 -6.148
O -6.339 1.371 -6.256
C -4.697 -0.676 -6.048
F -3.626 -0.050 -6.539
F -4.531 -0.709 -4.727
F -4.574 -1.976 -6.353
C -8.384 -0.651 -6.540
C -9.196 -1.960 -6.449
H -8.912 -2.794 -7.090
H -9.166 -2.372 -5.440
H -10.276 -1.917 -6.591
H -8.497 -0.274 -7.557
H -8.818 0.093 -5.873
H -5.879 -0.105 -7.588
C 6.096 -8.589 0.411
O 6.039 -7.256 0.991
O 7.028 -8.611 -0.643
C 6.106 -9.675 1.517
F 7.021 -9.449 2.433
F 4.912 -9.688 2.198
F 6.294 -10.929 1.094
C 4.950 -6.787 1.737
C 5.470 -5.698 2.738
H 5.637 -4.759 2.211
H 4.910 -5.538 3.660
H 6.500 -5.949 2.991
H 4.458 -7.548 2.343
H 4.160 -6.424 1.080
H 5.152 -8.622 -0.132
C 6.564 6.785 3.890
O 6.824 5.857 2.809
O 7.818 7.161 4.347
C 5.570 7.905 3.511
F 5.943 8.501 2.387
F 4.306 7.425 3.415
F 5.327 8.876 4.341
C 5.785 4.936 2.504
C 6.224 3.770 1.692
H 5.483 3.000 1.479
H 6.648 4.110 0.747
H 7.089 3.342 2.201
H 4.979 5.446 1.976
H 5.203 4.575 3.352
H 6.102 6.219 4.699
C 11.853 -4.234 1.701
O 10.806 -3.797 0.839
C 11.194 -2.857 -0.185
C 9.929 -2.569 -1.154
N 9.242 -3.864 -1.529
H 9.967 -4.507 -1.811
H 8.880 -4.383 -0.741
C 8.177 -3.724 -2.639
C 7.086 -2.695 -2.332
O 6.212 -2.777 -3.443
C 4.919 -2.215 -3.261
H 12.137 -3.439 2.390
H 12.657 -4.735 1.163
H 11.538 -5.008 2.401
H 11.962 -3.384 -0.751
H 11.605 -1.984 0.321
H 10.254 -2.018 -2.036
H 9.213 -2.011 -0.551
H 7.632 -4.658 -2.781
H 8.673 -3.453 -3.571
H 7.355 -1.658 -2.133
H 6.466 -2.947 -1.471
H 4.479 -2.940 -2.576
H 4.487 -2.183 -4.261
H 4.969 -1.259 -2.740
C -3.162 14.370 -5.026
O -2.221 13.655 -4.237
C -2.538 13.161 -2.934
C -1.698 11.905 -2.606
N -0.213 12.223 -2.724
H 0.051 12.352 -3.691
H -0.247 13.132 -2.286
C 0.739 11.244 -2.007
C 0.785 9.969 -2.828
O -0.181 9.028 -2.538
C -0.144 7.850 -3.345
H -2.771 14.394 -6.043
H -3.408 15.370 -4.666
H -4.075 13.783 -5.123
H -3.589 12.962 -3.148
H -2.359 13.985 -2.244
H -1.780 10.988 -3.190
H -1.767 11.761 -1.528
H 0.459 11.021 -0.978
H 1.726 11.693 -2.123
H 1.665 9.387 -2.553
H 0.760 10.207 -3.891
H -1.155 7.449 -3.419
H 0.524 7.117 -2.892
H 0.255 7.935 -4.356
C 1.189 -10.156 -5.586
O 1.751 -10.834 -6.690
C 0.981 -10.917 -7.814
C 1.638 -11.854 -8.920
N 3.109 -11.545 -9.331
H 3.311 -10.723 -8.781
H 3.692 -12.254 -8.908
C 3.470 -11.378 -10.840
C 3.318 -12.727 -11.682
O 4.161 -13.763 -11.171
C 4.165 -14.952 -11.901
H 0.754 -10.947 -4.975
H 0.471 -9.392 -5.883
H 2.007 -9.686 -5.041
H 0.804 -9.950 -8.285
H 0.059 -11.414 -7.512
H 1.046 -11.772 -9.831
H 1.724 -12.893 -8.600
H 4.516 -11.071 -10.841
H 2.908 -10.588 -11.338
H 3.531 -12.328 -12.673
H 2.260 -12.987 -11.707
H 4.641 -14.863 -12.878
H 3.240 -15.500 -12.082
H 4.817 -15.682 -11.420
C -10.995 7.286 0.546
O -10.386 6.685 -0.601
C -10.364 5.252 -0.495
C -8.861 4.784 -0.816
N -7.788 5.528 0.020
H -7.792 6.485 -0.302
H -8.175 5.524 0.953
C -6.388 4.916 -0.188
C -5.220 5.737 0.283
O -5.494 6.125 1.633
C -4.746 7.231 2.028
H -10.365 7.102 1.417
H -12.028 6.981 0.711
H -10.956 8.359 0.360
H -11.009 4.716 -1.191
H -10.631 4.884 0.496
H -8.644 5.094 -1.839
H -8.633 3.731 -0.657
H -6.208 4.501 -1.180
H -6.612 3.999 0.358
H -5.126 6.606 -0.369
H -4.265 5.227 0.152
H -4.658 7.242 3.114
H -5.229 8.165 1.740
H -3.725 7.262 1.648
C -1.958 -5.126 5.440
O -3.339 -4.857 5.583
C -3.521 -3.574 6.142
C -4.978 -3.142 6.213
N -5.619 -3.314 4.841
H -4.905 -3.191 4.138
H -5.792 -4.301 4.717
C -6.791 -2.474 4.449
C -7.245 -2.704 2.986
O -6.134 -2.872 2.090
C -6.557 -3.155 0.756
H -1.542 -5.414 6.406
H -1.453 -4.379 4.827
H -1.934 -6.086 4.924
H -3.029 -2.867 5.474
H -3.227 -3.467 7.186
H -4.990 -2.076 6.444
H -5.551 -3.722 6.936
H -6.339 -1.500 4.637
H -7.501 -2.707 5.242
H -7.849 -1.864 2.641
H -8.049 -3.440 2.958
H -7.245 -2.399 0.376
H -7.012 -4.137 0.624
H -5.704 -3.185 0.078
C 2.423 0.550 9.660
O 1.374 1.407 9.295
C 1.198 2.538 10.145
C -0.234 3.138 9.888
N -0.458 3.539 8.451
H -0.400 2.774 7.795
H -1.376 3.959 8.486
C 0.482 4.700 7.837
C 0.379 6.049 8.495
O 1.030 5.963 9.758
C 0.755 7.122 10.509
H 2.441 -0.441 9.207
H 2.079 0.322 10.669
H 3.339 1.115 9.488
H 1.900 3.358 9.994
H 1.147 2.268 11.200
H -0.239 4.033 10.510
H -1.049 2.464 10.150
H 0.156 4.714 6.797
H 1.464 4.230 7.810
H -0.606 6.506 8.590
H 0.921 6.745 7.855
H 1.457 6.954 11.326
H -0.212 6.985 10.994
H 0.958 8.102 10.078
```

Results
Total charge: +3
Max |F|: 4.44 eV Å⁻¹
ΔE to the lowest compared entry with this formula, charge and spin: 281.07 kcal per mole
DFT total energy: -5230.1110 a.u.
Highest occupied orbital energy: -8.85 eV

[2]
DFT (ωB97M-V/def2-TZVPD) results for C52H123CaF12N11O23S4 as an isolated structure.

```
226
Properties=species:S:1:pos:R:3
Ca -1.169 3.569 -0.270
C 1.101 0.773 1.920
F 0.347 1.367 2.881
F 1.989 1.661 1.443
F 1.755 -0.248 2.489
S -0.028 0.086 0.462
O 0.991 -0.063 -0.601
O -0.504 -1.205 0.933
N -1.107 1.407 0.196
S -2.509 0.737 0.030
O -3.365 1.760 -0.479
O -2.543 -0.468 -0.827
C -3.130 0.308 1.830
F -2.925 -0.965 2.171
F -2.455 1.095 2.647
F -4.404 0.550 1.773
C -0.626 7.599 0.129
F -0.937 7.636 1.466
F -0.553 8.848 -0.314
F 0.475 6.953 -0.197
S -2.016 6.684 -0.856
O -3.020 7.665 -1.176
O -1.273 6.271 -2.076
N -2.458 5.325 0.175
S -3.877 5.758 0.671
O -3.772 6.906 1.539
O -4.988 5.649 -0.298
C -4.217 4.317 1.918
F -4.909 3.439 1.271
F -3.087 3.741 2.296
F -5.034 4.606 2.944
C -0.079 -1.031 -3.750
O -0.103 0.087 -4.617
C 1.084 0.351 -5.345
C 1.187 -0.384 -6.665
N 0.208 0.193 -7.565
C 0.142 -0.362 -8.928
C -1.051 0.228 -9.821
O -1.106 -0.369 -11.079
C -1.792 0.348 -12.058
H -0.014 -2.007 -4.230
H -0.995 -0.978 -3.162
H 0.806 -1.073 -3.115
H 1.981 0.200 -4.745
H 1.161 1.407 -5.603
H 0.830 -1.413 -6.627
H 2.164 -0.241 -7.127
H 0.443 1.170 -7.670
H 0.025 -1.441 -8.825
H 1.076 -0.147 -9.446
H -0.917 1.299 -9.978
H -1.907 0.105 -9.158
H -1.675 -0.142 -13.025
H -1.533 1.404 -12.133
H -2.858 0.365 -11.834
C -1.774 -3.216 4.260
O -1.327 -2.571 5.499
C -1.656 -1.170 5.467
C -1.334 -0.569 6.878
N 0.065 -0.528 7.228
C 0.795 0.466 6.499
C 2.275 0.397 6.903
O 3.133 1.249 6.146
C 3.114 2.667 6.329
H -1.400 -2.769 3.339
H -2.849 -3.328 4.119
H -1.406 -4.240 4.325
H -2.700 -0.993 5.209
H -1.077 -0.797 4.621
H -1.560 -1.305 7.649
H -1.840 0.361 7.137
H 0.496 -1.424 7.053
H 0.316 1.430 6.675
H 0.835 0.226 5.437
H 2.677 -0.612 6.812
H 2.347 0.654 7.960
H 2.296 2.946 5.665
H 4.008 3.158 5.944
H 2.869 2.913 7.363
C 5.170 -7.988 -5.396
O 4.042 -7.534 -4.688
C 3.974 -6.162 -4.453
C 2.698 -5.845 -3.758
N 2.820 -4.665 -2.892
C 1.622 -4.390 -2.132
C 1.844 -3.397 -1.047
O 2.891 -3.961 -0.223
C 3.223 -3.098 0.912
H 5.249 -9.075 -5.373
H 6.133 -7.606 -5.056
H 5.160 -7.662 -6.436
H 4.054 -5.569 -5.364
H 4.823 -5.843 -3.849
H 2.321 -6.730 -3.247
H 2.049 -5.602 -4.599
H 3.527 -4.812 -2.186
H 1.213 -5.309 -1.713
H 0.833 -3.921 -2.720
H 0.952 -3.224 -0.446
H 1.927 -2.357 -1.363
H 3.420 -2.075 0.590
H 4.087 -3.502 1.439
H 2.446 -2.982 1.668
C -4.796 -9.637 -7.053
O -4.136 -9.001 -6.007
C -2.783 -8.626 -6.316
C -2.123 -8.139 -5.070
N -2.377 -6.731 -4.766
C -1.770 -6.534 -3.411
C -2.184 -5.115 -2.991
O -1.871 -4.949 -1.616
C -2.417 -3.763 -1.134
H -5.608 -10.257 -6.674
H -4.127 -10.288 -7.615
H -5.072 -8.870 -7.777
H -2.718 -7.867 -7.096
H -2.244 -9.506 -6.667
H -1.077 -8.435 -5.158
H -2.485 -8.856 -4.333
H -3.384 -6.725 -4.685
H -0.680 -6.525 -3.396
H -2.093 -7.325 -2.734
H -3.227 -4.940 -3.255
H -1.537 -4.522 -3.637
H -1.774 -2.884 -1.181
H -2.267 -3.815 -0.056
H -3.441 -3.534 -1.428
C 0.771 4.938 2.240
O 0.773 4.158 1.037
C 1.967 4.278 0.248
C 1.821 3.461 -1.083
N 0.554 3.762 -1.794
C 0.112 2.766 -2.785
C -1.249 3.205 -3.364
O -2.177 3.499 -2.303
C -3.462 3.643 -2.922
H -0.161 4.898 2.804
H 0.918 6.007 2.086
H 1.567 4.556 2.879
H 2.861 3.954 0.781
H 2.225 5.283 -0.086
H 1.925 2.403 -0.842
H 2.657 3.739 -1.723
H 0.735 4.583 -2.353
H 0.024 1.775 -2.340
H 0.882 2.596 -3.537
H -1.514 2.478 -4.132
H -1.035 4.164 -3.835
H -3.789 2.707 -3.375
H -3.663 4.489 -3.580
H -4.061 3.706 -2.013
C 4.482 -1.087 -2.504
O 5.030 0.139 -1.977
C 4.530 0.404 -0.644
C 5.139 1.740 -0.116
N 6.552 1.593 0.327
C 7.138 2.901 0.705
C 6.551 3.578 1.944
O 5.472 4.412 1.641
C 4.697 4.772 2.825
H 4.753 -1.956 -1.904
H 4.890 -1.326 -3.486
H 3.404 -0.959 -2.603
H 4.866 -0.389 0.023
H 3.442 0.462 -0.684
H 4.543 1.894 0.784
H 5.018 2.594 -0.783
H 7.134 1.211 -0.405
H 7.207 3.585 -0.140
H 8.143 2.598 0.996
H 7.322 4.167 2.441
H 6.275 2.849 2.706
H 5.321 5.205 3.607
H 4.222 3.866 3.201
H 3.907 5.498 2.637
C -1.095 5.267 7.764
C -0.649 4.124 6.891
C -1.780 3.390 6.141
O -2.772 2.748 6.946
C -3.795 2.200 6.155
N 0.239 4.718 5.876
H -1.454 6.135 7.210
H -0.319 5.648 8.427
H -1.854 4.892 8.450
H -0.024 3.417 7.437
H -1.285 2.659 5.503
H -2.185 4.064 5.386
H -4.413 2.987 5.722
H -4.365 1.500 6.766
H -3.509 1.633 5.269
H 0.883 5.286 6.407
H -0.344 5.328 5.321
C -7.678 1.289 2.524
C -8.998 0.498 2.517
C -9.820 0.623 1.227
O -10.119 1.986 0.861
C -11.083 2.584 1.728
N -8.606 -0.852 2.916
H -7.014 1.011 1.706
H -7.096 1.059 3.416
H -7.755 2.372 2.427
H -9.544 0.989 3.322
H -10.747 0.050 1.195
H -9.130 0.234 0.478
H -12.073 2.130 1.688
H -11.217 3.626 1.439
H -10.745 2.657 2.762
H -7.955 -0.910 3.686
H -9.425 -1.387 3.168
C 7.743 -2.495 3.202
C 6.833 -1.492 2.428
C 5.685 -0.991 3.299
O 4.884 -2.053 3.662
C 3.832 -1.745 4.620
N 7.716 -0.434 2.038
H 8.379 -3.102 2.557
H 7.136 -3.232 3.727
H 8.259 -1.872 3.933
H 6.397 -1.991 1.563
H 4.997 -0.320 2.783
H 6.065 -0.551 4.221
H 3.197 -2.628 4.690
H 3.214 -0.859 4.475
H 4.296 -1.486 5.571
H 7.252 0.168 1.373
H 7.702 0.208 2.818
```

Results
Total charge: 0
Max |F|: 5.35 eV Å⁻¹
DFT total energy: -7856.2132 a.u.
Highest occupied orbital energy: -8.75 eV